Density functional theory data (the ωB97M-V functional and the def2-TZVPD basis) for a molecular structure, C4H16FeN8O8P.

Calculated values
⟨S²⟩ = 8.758
E = -76388.80762 eV
spin multiplicity = 6
frontier orbital gap (spin up / spin down) = 7.339 / 7.096 eV
total charge = 0

```
38
Properties=species:S:1:pos:R:3:forces:R:3:lowdin_spin:R:1
Fe -9.1390 0.1162 -17.9918 -0.5 0.0 0.0 4.17
P -11.3216 0.5777 -18.3934 -3.1 1.3 -0.7 0.02
O -12.7222 1.0434 -18.5699 1.1 -0.7 -0.1 0.03
O -10.9306 -0.5750 -17.4545 0.1 -2.3 1.5 0.21
O -10.3290 1.6045 -17.7503 1.4 1.9 0.3 0.25
O -10.4386 0.1322 -19.6109 0.5 0.1 -1.1 0.15
C -9.1684 -0.1736 -22.6910 -0.7 -0.1 -3.6 0.00
O -8.8258 -0.4524 -23.8178 0.6 -0.5 -2.4 0.00
N -10.2475 0.4843 -22.3804 -2.8 1.9 -0.3 0.00
N -8.5013 -0.5239 -21.6649 3.3 -1.1 4.1 0.00
H -10.5072 0.4306 -21.4058 -0.9 0.3 0.2 0.00
H -10.9108 0.6173 -23.1304 0.1 0.1 0.4 0.00
H -8.9159 -0.1604 -20.8188 0.6 -1.0 0.9 0.00
H -7.8470 -1.2811 -21.8016 -0.2 0.4 0.5 0.00
C -7.3104 0.8251 -15.6461 3.3 -0.2 1.1 0.01
O -8.1184 0.2091 -16.2372 -3.5 -2.8 -2.7 0.04
N -7.5419 1.6259 -14.6750 -1.7 3.2 2.6 0.00
N -6.0028 0.6155 -15.7598 2.8 -0.8 -1.4 0.00
H -6.7481 2.1696 -14.3678 -0.9 0.2 0.5 0.00
H -8.5044 1.9000 -14.5393 0.2 0.4 0.2 0.00
H -5.3406 1.2303 -15.3085 0.0 -0.6 -0.2 0.00
H -5.6831 -0.2320 -16.2067 0.0 0.4 0.0 0.00
C -6.7518 1.5968 -19.6999 -0.7 -1.6 2.5 0.01
O -7.5593 1.0172 -18.9938 -1.5 -0.8 0.7 0.04
N -5.6219 1.0369 -19.9762 3.9 -3.3 -1.0 0.00
N -6.7389 2.8284 -19.9573 -1.1 7.2 -2.1 0.00
H -4.8613 1.5662 -20.3779 -0.1 -0.4 0.2 0.00
H -5.4107 0.2861 -19.3345 0.3 0.0 -0.5 0.00
H -7.4853 3.4954 -19.8227 -0.5 -0.8 0.2 0.00
H -6.0286 3.2472 -20.5406 0.0 -0.4 0.1 0.00
C -7.6854 -2.6698 -18.6468 -1.9 -1.8 2.7 0.01
O -8.3641 -1.6643 -18.6232 -0.8 0.5 -0.1 0.04
N -6.5526 -2.7654 -19.2091 5.0 0.7 -3.4 0.00
N -7.9582 -3.8013 -17.9474 -1.7 0.6 0.8 0.00
H -6.2951 -2.0529 -19.8770 0.2 -0.2 0.1 0.00
H -5.9596 -3.5740 -19.0886 -0.2 0.3 -0.3 0.00
H -8.8222 -3.6787 -17.4387 0.0 -0.9 0.2 0.00
H -7.4970 -4.6907 -18.0749 -0.4 0.3 0.0 0.00
```
Forces are in eV/Å.

=====

Density functional theory data (the ωB97M-V functional and the def2-TZVPD basis) for a molecular structure, C4H16InN8O4.

Calculated values
⟨S²⟩ = 0.757
E = -29676.82161 eV
spin multiplicity = 2
frontier orbital gap (spin up / spin down) = 9.332 / 3.449 eV
total charge = +2

```
33
Properties=species:S:1:pos:R:3:forces:R:3:lowdin_spin:R:1
In 1.4205 11.6487 4.4196 0.0 0.6 0.0 0.08
C 0.9946 15.1840 6.1666 1.9 3.2 1.5 0.01
O 1.4551 14.0956 6.0320 2.5 -4.7 -1.3 0.08
N 1.7106 16.3000 6.3835 2.3 0.3 0.1 0.02
N -0.2313 15.4176 6.3222 -6.7 0.1 -0.2 0.01
H 2.6264 16.0656 6.7390 0.1 0.8 -0.1 0.00
H 1.2366 17.1265 6.7187 0.5 -0.1 0.0 0.00
H -0.8680 14.7415 5.9250 -0.3 0.2 0.4 0.00
H -0.5770 16.2836 6.7103 -0.2 -0.3 -0.4 0.00
C 4.6143 9.2046 4.8593 1.9 0.6 1.0 0.01
O 3.5427 9.7090 4.7966 -5.9 1.7 -0.4 0.06
N 4.9171 8.1657 5.5639 -0.3 -3.0 1.3 0.00
N 5.6382 9.8667 4.4313 3.5 2.4 -2.0 0.01
H 5.8923 7.9302 5.6801 -0.6 -0.7 0.2 0.00
H 4.1109 7.6025 5.7939 0.7 -0.6 0.4 0.00
H 6.5391 9.4333 4.2872 -0.1 0.4 -0.1 0.00
H 5.4312 10.7894 4.0767 0.5 -0.4 -0.3 0.00
C 3.5205 12.1000 7.9204 -1.2 2.1 4.5 0.05
O 2.8683 11.8121 6.9659 -3.2 -2.2 -4.5 0.51
N 3.0818 12.1670 9.1471 -1.0 -0.6 1.1 0.03
N 4.6785 12.6316 7.6893 3.6 -0.1 -1.4 0.12
H 3.6610 12.6855 9.7918 -0.5 0.0 0.3 0.00
H 2.0949 12.0124 9.2967 0.2 -0.1 0.5 0.00
H 5.3887 12.2180 8.2764 0.8 0.3 -0.1 0.00
H 4.7874 12.4836 6.6961 1.3 0.5 -0.4 0.00
C 1.3837 15.1002 2.3167 1.1 1.1 -1.0 0.00
O 1.0925 14.1946 3.0401 -0.6 -3.2 3.2 0.01
N 0.5105 15.6755 1.5570 -2.2 1.6 -2.1 0.00
N 2.6191 15.5693 2.2303 2.5 -1.0 1.2 0.00
H 0.9191 16.1835 0.7855 -1.0 0.6 0.2 0.00
H -0.3615 15.8868 2.0209 -0.2 0.0 -0.9 0.00
H 3.0650 16.3080 1.7053 -0.6 -0.1 0.1 0.00
H 3.1475 14.9859 2.8631 1.0 0.6 -0.4 0.00
```
Forces are in eV/Å.

=====

Density functional theory data (the ωB97M-V functional and the def2-TZVPD basis) for 3 unconnected molecules or ions with the total composition C4H16N2O2.

Calculated values
E = -11481.57751 eV
frontier orbital gap = 9.071 eV
total charge = 0

```
24
Properties=species:S:1:pos:R:3:forces:R:3:mulliken_charge:R:1
C 1.4848 2.7154 -0.1485 -0.4 -2.0 0.1 -1.00
N 0.0481 2.5011 0.0629 0.2 0.8 -0.6 -0.38
C -0.6139 1.5336 -0.7983 -0.2 -2.0 -0.6 0.72
C 0.0834 1.0811 -2.0922 0.6 0.4 0.4 -1.72
C -0.8798 0.2430 0.0414 -1.6 0.4 0.2 -0.87
N -2.2332 -0.3005 -0.0332 1.0 -0.4 0.2 -0.52
H 1.7609 3.6455 0.3145 0.4 0.3 -0.1 0.37
H 2.0116 1.8643 0.3021 0.1 0.4 0.6 0.28
H 1.8092 2.5554 -1.1785 -0.1 1.0 -0.3 0.31
H -0.4136 3.3940 0.0375 -0.2 0.1 -0.2 0.28
H -1.6065 1.8284 -1.1555 0.1 0.6 0.6 0.24
H 1.0558 0.6377 -1.8656 0.1 0.1 -0.1 0.41
H 0.2302 1.9192 -2.7739 0.0 -0.2 -0.2 0.36
H -0.4805 0.2768 -2.5664 -0.3 0.2 -0.1 0.42
H -0.2659 -0.6194 -0.2231 0.7 0.4 0.3 0.34
H -0.7962 0.6182 1.0587 0.7 -0.6 0.3 0.41
H -2.9416 0.2226 0.4415 -0.4 0.0 -0.5 0.18
H -2.4230 -0.8130 -0.8743 -0.7 0.3 0.0 0.18
O 1.7080 -3.0513 2.0927 0.5 -0.1 0.5 -0.64
H 1.6920 -3.0334 1.1330 -0.4 0.1 0.0 0.33
H 0.9579 -2.5595 2.4379 0.0 0.1 -0.4 0.31
O -0.0714 -5.1584 1.6622 -0.2 -0.5 -0.2 -0.65
H -0.7749 -4.5366 1.8633 0.1 0.0 0.1 0.30
H 0.6584 -4.9642 2.2619 -0.1 0.3 -0.1 0.35
```
Forces are in eV/Å.

=====

Density functional theory data (the ωB97M-V functional and the def2-TZVPD basis) for 3 unconnected molecules or ions with the total composition C4H16N2O2S.

Calculated values
E = -22317.90022 eV
frontier orbital gap = 9.617 eV
total charge = 0

```
25
Properties=species:S:1:pos:R:3:forces:R:3:mulliken_charge:R:1
C 1.1505 0.0605 -2.6395 0.7 -0.1 -0.1 -1.00
N 1.0164 -0.0598 -1.2028 -0.3 -0.3 -0.2 -0.19
C -0.0819 0.7130 -0.6726 -0.7 -0.4 -0.6 -1.10
C -0.0547 0.7837 0.8362 1.0 1.5 0.4 0.51
N 1.1456 1.5728 1.1671 0.2 -0.3 -0.3 -0.66
C -1.3422 1.4485 1.3352 -0.2 -1.1 1.0 -1.00
S -1.8362 0.9801 3.0473 0.1 0.1 -0.1 -0.24
H 0.2890 -0.3727 -3.1358 -0.3 0.1 -0.1 0.32
H 2.0136 -0.5257 -2.9600 0.0 0.0 0.0 0.33
H 1.3079 1.0898 -2.9882 -0.2 0.0 0.0 0.37
H 1.8451 0.2227 -0.7142 0.5 0.3 0.1 0.31
H -0.1099 1.7334 -1.0971 0.2 0.1 0.2 0.32
H -1.0200 0.2846 -1.0403 0.0 -0.3 0.2 0.41
H 0.1804 -0.1611 1.3202 -0.8 -0.4 -0.3 0.41
H 1.3655 1.5507 2.1513 -0.1 0.2 0.1 0.24
H 1.0461 2.5212 0.8357 0.1 0.2 0.2 0.23
H -1.3107 2.5266 1.4342 0.3 0.2 -0.5 0.31
H -2.1431 1.1515 0.6871 -0.6 0.1 -0.3 0.38
H -2.5315 -0.1278 2.7588 0.1 -0.1 -0.1 0.12
O 1.0757 -2.7263 -0.1438 0.1 -0.1 -0.2 -0.67
H 1.1923 -1.9637 -0.7526 -0.3 0.1 0.5 0.35
H 1.9566 -2.9250 0.1876 -0.1 0.0 0.0 0.29
O -1.8789 -2.5194 0.8376 -0.4 0.2 0.9 -0.63
H -0.9765 -2.8476 0.7620 0.1 0.1 -0.7 0.30
H -2.2990 -2.4101 -0.0136 0.4 -0.2 -0.3 0.30
```
Forces are in eV/Å.

=====

Density functional theory data (the ωB97M-V functional and the def2-TZVPD basis) for 3 unconnected molecules or ions with the total composition C4H16N2O3.

Calculated values
⟨S²⟩ = 0.751
E = -13527.56484 eV
spin multiplicity = 2
frontier orbital gap (spin up / spin down) = 2.718 / 8.916 eV
total charge = -1

```
25
Properties=species:S:1:pos:R:3:forces:R:3:lowdin_spin:R:1
C 1.1261 -0.5924 -1.7459 -3.1 2.0 -1.1 0.01
O 0.4051 -0.0991 -2.9142 -2.1 0.7 1.3 0.01
C 0.7572 0.1213 -0.4690 -2.2 -2.7 1.1 0.04
C 1.6265 -0.7403 0.5652 -1.3 2.4 0.1 0.01
C 0.9450 -1.0625 1.9458 1.2 -0.8 -0.7 0.07
N -0.3058 -1.9181 1.8839 5.4 -2.2 -0.2 0.03
N 0.9443 1.5523 -0.3708 2.2 -0.3 1.4 0.03
H 2.1330 -0.4195 -1.8342 2.7 0.1 -1.1 0.00
H 0.8687 -1.6106 -1.7537 0.1 -1.6 0.8 0.00
H -0.5656 0.0173 -2.5613 2.6 -0.2 -1.1 0.01
H -0.3912 -0.0606 -0.3029 2.0 0.1 -0.1 0.02
H 2.5372 -0.0677 0.6266 -0.5 -1.1 0.6 0.00
H 1.9135 -1.6866 0.1105 0.1 0.0 -0.1 0.00
H 0.7270 -0.1483 2.4696 -0.3 0.4 0.2 0.05
H 1.8869 -1.4914 2.4813 -2.1 -0.1 -0.1 0.00
H -1.1317 -1.4327 1.7634 -1.9 1.4 -0.7 0.03
H -0.1210 -2.6871 1.1847 -0.8 1.3 1.0 0.01
H 1.9470 1.7581 -0.2037 -0.6 -0.4 0.5 0.00
H 0.8787 2.0028 -1.2352 -1.1 0.6 -2.0 0.01
H -2.5592 1.4120 0.0061 0.1 -0.3 0.8 0.02
H -1.5841 2.5375 -0.4118 3.4 1.6 1.5 0.02
O -2.3409 2.1005 -0.6199 -3.7 -1.2 -2.4 0.08
H -2.6083 0.0298 2.3968 0.3 0.5 -0.5 0.12
H -1.4403 0.8193 1.4800 -2.0 -1.5 0.7 0.11
O -2.2753 0.1527 1.4611 1.5 1.2 0.0 0.29
```
Forces are in eV/Å.

=====

Density functional theory data (the ωB97M-V functional and the def2-TZVPD basis) for 4 unconnected molecules or ions with the total composition C4H16N2O5.

Calculated values
E = -17624.88008 eV
frontier orbital gap = 10.185 eV
total charge = 0

```
27
Properties=species:S:1:pos:R:3:forces:R:3:mulliken_charge:R:1
N -1.6095 1.8828 -0.4821 0.3 -0.2 0.3 -0.30
C -0.5135 1.8020 0.3213 0.3 1.1 -1.4 0.42
O -0.3641 2.6412 1.1999 0.5 -0.4 -0.1 -0.71
C 0.6396 0.8175 -0.0813 -2.4 0.1 2.2 -0.62
C 0.6466 0.2632 -1.4860 -0.4 0.2 0.2 0.63
N -0.6406 -0.3934 -1.7202 -0.9 0.1 0.2 -0.59
C 1.7566 -0.7507 -1.7005 1.8 0.4 -2.1 -0.96
O 1.5737 -1.4632 -2.9554 -0.3 0.0 0.6 -0.54
H -1.8041 1.1272 -1.1204 0.1 0.3 -0.2 0.31
H -2.0101 2.8041 -0.5209 -0.5 -0.2 0.1 0.23
H 1.4302 1.3961 0.3639 1.1 -0.3 -0.6 0.44
H 0.4132 0.0216 0.6357 0.6 -0.4 0.0 0.06
H 0.6896 1.1528 -2.1419 0.2 -0.8 -0.3 0.30
H -0.8969 -0.4455 -2.6934 0.3 -0.1 -0.2 0.20
H -0.7173 -1.3262 -1.3309 0.4 0.0 0.0 0.20
H 2.6949 -0.2873 -2.0149 0.1 0.7 0.9 0.32
H 2.0257 -1.3838 -0.8493 -0.7 -0.1 0.0 0.36
H 1.2088 -2.3286 -2.7919 -0.3 -0.4 0.1 0.32
O 0.3592 -2.7542 1.9166 -0.1 0.4 0.3 -0.64
H -0.3982 -2.2385 2.2575 0.4 -0.3 -0.5 0.31
H 1.1322 -2.2135 2.1226 -0.1 -0.1 0.0 0.29
O -2.1237 -1.6766 1.0505 -0.1 -0.1 0.3 -0.61
H -2.8579 -2.2126 0.7374 0.0 0.1 -0.1 0.27
H -1.8538 -1.1172 0.3208 -0.1 0.2 -0.2 0.33
O 0.6020 0.8893 2.9299 -0.1 -1.8 -0.4 -0.60
H 0.6372 0.5651 3.8393 0.3 1.3 -0.3 0.28
H 0.8031 1.7942 2.6702 -0.2 0.2 0.9 0.30
```
Forces are in eV/Å.

=====

Density functional theory data (the ωB97M-V functional and the def2-TZVPD basis) for 2 unconnected molecules or ions with the total composition C4H16N4.

Calculated values
E = -10365.60688 eV
frontier orbital gap = 8.565 eV
total charge = 0

```
24
Properties=species:S:1:pos:R:3:forces:R:3:mulliken_charge:R:1
C 0.5287 1.6562 -0.6163 0.1 0.0 0.1 0.51
C 1.4056 2.6226 0.1840 -0.1 -0.1 -0.1 -1.40
N 0.0089 2.3472 -1.7977 0.0 0.0 0.1 -0.71
N -0.6172 1.1350 0.1161 0.0 0.1 0.0 -0.54
H 1.1470 0.7798 -0.8763 -0.1 0.1 0.0 0.20
H -1.2138 1.9091 0.3927 0.1 0.0 0.0 0.24
H -0.5681 1.7148 -2.3411 0.0 0.0 0.0 0.22
H 0.7613 2.6818 -2.3884 0.0 0.0 0.0 0.24
H -0.2908 0.6339 0.9519 0.0 0.0 -0.2 0.19
H 0.8213 3.4991 0.4728 0.0 0.0 0.0 0.35
H 2.2650 2.9625 -0.4017 0.0 0.0 0.0 0.38
H 1.7754 2.1293 1.0836 0.0 0.0 0.0 0.32
C -0.6634 -1.9754 1.5198 0.1 -0.2 -0.6 -0.47
C -1.0380 -2.0406 -1.0418 0.0 0.0 0.2 -0.81
N -0.2211 -2.4657 0.1113 -0.1 0.3 0.4 -0.24
N 0.4592 -1.1263 1.7628 0.1 0.0 -0.5 -0.73
H -0.0269 -3.4651 0.0958 0.0 0.2 0.0 0.26
H 0.7371 -1.7381 0.4905 0.0 0.0 0.7 0.40
H 0.8350 -1.1857 2.7025 0.1 -0.2 -0.2 0.08
H -1.6219 -1.4588 1.3785 -0.1 -0.1 0.0 0.20
H -0.7922 -2.8454 2.1741 -0.1 0.1 0.0 0.38
H -0.5092 -2.2780 -1.9648 0.0 0.0 0.0 0.30
H -1.1691 -0.9591 -0.9663 0.0 -0.1 0.0 0.29
H -2.0128 -2.5329 -1.0421 0.1 0.0 0.0 0.34
```
Forces are in eV/Å.

=====

Density functional theory data (the ωB97M-V functional and the def2-TZVPD basis) for 3 unconnected molecules or ions with the total composition C4H16N4O.

Calculated values
E = -12413.54062 eV
frontier orbital gap = 10.102 eV
total charge = 0

```
25
Properties=species:S:1:pos:R:3:forces:R:3:mulliken_charge:R:1
C -0.7975 -2.5524 -1.2574 0.1 0.1 -0.3 -1.35
C 0.3137 -1.7808 -0.5916 -0.3 -0.4 0.3 0.98
C 0.2305 -1.7237 0.9002 0.3 0.3 0.0 -1.01
O 1.1968 -1.2554 -1.2306 0.2 0.1 -0.3 -0.67
H -0.4947 -3.5964 -1.3259 0.0 -0.1 0.0 0.40
H -0.9602 -2.1830 -2.2664 0.0 0.0 -0.1 0.34
H -1.7120 -2.4952 -0.6768 -0.1 0.0 0.1 0.34
H 0.0454 -2.7093 1.3094 -0.1 -0.3 0.1 0.42
H 1.1324 -1.2958 1.3251 0.1 0.0 0.0 0.32
H -0.6146 -1.0752 1.1528 0.0 -0.2 0.0 0.26
N 2.0351 1.2928 1.3182 0.3 0.1 0.2 -0.60
N 1.3262 1.3347 0.0929 0.1 0.0 0.1 0.20
N 1.5468 2.4552 -0.7374 0.2 0.3 -0.1 -0.69
H 1.6579 2.0001 1.9461 0.1 -0.2 -0.2 0.23
H 3.0410 1.4646 1.2076 -0.3 0.1 -0.1 0.22
H 1.5872 0.5025 -0.4386 -0.2 0.2 0.2 0.20
H 1.1119 3.2744 -0.3195 0.1 -0.2 -0.1 0.22
H 2.5403 2.6568 -0.8941 -0.2 -0.1 0.2 0.23
C -1.8161 0.7618 -0.4990 -0.2 0.1 -0.1 -0.76
N -1.9165 0.5520 0.9416 -0.1 0.3 0.1 -0.52
H -2.4549 0.0376 -1.0044 0.0 0.0 -0.1 0.32
H -2.1198 1.7667 -0.8192 0.1 -0.1 -0.1 0.34
H -0.7828 0.6104 -0.8016 -0.1 0.0 -0.1 0.21
H -1.2509 1.1634 1.4074 -0.1 -0.1 0.0 0.15
H -2.8453 0.7941 1.2611 0.0 0.1 0.1 0.22
```
Forces are in eV/Å.

=====

Density functional theory data (the ωB97M-V functional and the def2-TZVPD basis) for 2 unconnected molecules or ions with the total composition C4H16N6.

Calculated values
E = -13331.77515 eV
frontier orbital gap = 10.771 eV
total charge = +2

```
26
Properties=species:S:1:pos:R:3:forces:R:3:mulliken_charge:R:1
C -1.2866 -2.6384 2.0338 -0.9 -4.4 -0.2 -0.81
C -0.0682 -2.6998 -0.1149 2.3 1.9 1.6 0.55
N 1.0928 -2.9904 -0.7674 0.6 -3.8 1.9 -0.46
N -0.0707 -2.9207 1.2034 -0.7 -0.3 0.6 -0.22
N -0.9861 -1.8823 -0.7451 0.7 2.1 7.0 -0.34
H 1.6211 -3.8827 -0.3436 -1.4 2.7 -1.4 0.30
H 1.1014 -3.0224 -1.7657 0.0 0.2 -0.6 0.28
H 0.7308 -3.3340 1.7757 -1.3 0.7 -1.8 0.33
H -1.1627 -0.8534 -0.4847 0.3 -2.8 -0.3 0.20
H -1.0723 -2.1474 -1.6046 -1.0 -1.1 -6.7 0.24
H -1.4129 -1.6125 2.1158 -0.4 1.8 0.6 0.29
H -1.1400 -3.2067 3.0219 -0.2 1.3 -1.4 0.33
H -2.2371 -3.1553 1.5530 2.0 1.3 0.8 0.30
C 1.0185 2.5433 1.2140 2.6 -0.7 -0.9 -0.87
C 0.0460 2.6901 -1.1056 1.7 1.6 0.3 0.49
N 0.0143 2.9305 0.2225 -1.5 -1.4 -0.4 -0.15
N -1.1401 2.9490 -1.8242 -0.4 -2.1 0.0 -0.40
N 1.3385 2.5197 -1.6458 -2.5 1.5 2.7 -0.34
H -0.9107 3.1110 0.7021 1.3 0.2 -1.5 0.34
H -1.8844 2.1749 -1.9009 1.7 1.8 0.5 0.25
H -1.1648 3.5693 -2.6442 0.7 -0.6 0.4 0.28
H 2.1660 2.6217 -1.0609 -0.7 0.3 0.3 0.21
H 1.5523 1.8939 -2.3418 -0.3 -1.4 -2.5 0.25
H 2.1057 2.9525 0.9896 -2.4 -0.6 0.5 0.32
H 1.1139 1.4315 1.4181 -0.3 1.1 -0.7 0.28
H 0.6353 2.9586 2.0994 0.1 0.7 1.3 0.35
```
Forces are in eV/Å.